No. 1
# C7H15N6O2

An isolated ion of composition C7H15N6O2 and charge +1 (wB97M-V/def2-TZVPD, the OMol25 dataset).

Computed properties:
* net charge: +1
* strongest force on any atom: 6.069 eV/A
* HOMO-LUMO gap (spin up / spin down): 8.64 / 5.71 eV
* energy relative to the best compared isomer or geometry (same formula, charge and spin): 9.444 eV

Last column: Mulliken charge in e.
Positions of all 30 atoms, in Å:
C (-2.14306, -0.98605, -0.28223)  -0.83
C (-1.55489, 1.47218, -0.43341)  -0.89
C (-0.60093, -0.24202, -1.81858)  -1.31
C (0.10508, -1.93605, -0.24620)  -0.88
C (1.56240, 0.02279, -0.75929)  0.45
C (-0.77039, -1.11842, 1.87029)  -0.89
C (0.30413, 3.08767, 0.16705)  -0.96
N (2.66603, -0.38269, -0.05123)  0.58
N (3.56031, 0.55026, 0.09370)  -0.10
N (-1.66101, 0.15846, -0.99052)  0.37
N (-1.04303, -1.62177, 0.52827)  0.25
N (-0.27699, 1.79215, -0.04065)  0.00
N (0.53609, -0.70872, -0.93306)  0.23
O (2.82810, -1.61934, 0.51362)  -0.39
O (4.50582, 0.24557, 0.82143)  -0.52
H (-3.00146, -0.77701, 0.48130)  0.37
H (-2.61200, -1.79768, -1.00167)  0.24
H (-1.99552, 2.12617, -1.12275)  0.62
H (-2.27023, 1.64737, 0.36606)  0.47
H (-1.02146, -0.94945, -2.44465)  0.39
H (-0.25746, 0.53588, -2.33540)  0.58
H (0.87568, -2.32114, 0.34558)  0.52
H (-0.23807, -2.66166, -1.03658)  0.30
H (-0.64571, -0.08537, 1.94339)  0.32
H (-1.83817, -1.40000, 2.44608)  0.33
H (-0.06914, -1.76967, 2.28116)  0.38
H (-0.52959, 4.00270, 0.06166)  0.29
H (0.75364, 2.98375, 1.18000)  0.30
H (1.13338, 3.19231, -0.49091)  0.36
H (3.69845, -1.44024, 0.88750)  0.40

No. 2
# C26H81N5O12

A 12-piece molecular cluster, C26H81N5O12 overall (wB97M-V/def2-TZVPD, the OMol25 dataset).

Computed properties:
* strongest force on any atom: 3.608 eV/A
* HOMO-LUMO gap: 8.31 eV
* energy relative to the best compared isomer or geometry (same formula, charge and spin): 1.207 eV

Last column: Mulliken charge in e.
Positions of all 124 atoms, in Å:
O (-7.60925, -6.58413, -18.24990)  -0.57
H (-7.22670, -7.27629, -17.69534)  0.29
H (-7.80579, -5.84783, -17.64729)  0.27
O (-10.19733, -5.40010, -19.47232)  -0.56
H (-10.84755, -4.71356, -19.69088)  0.33
H (-9.79130, -5.09931, -18.62739)  0.19
O (-9.11562, -4.59625, -16.79135)  -0.71
H (-8.39578, -4.17975, -16.28739)  0.26
H (-9.50726, -3.86494, -17.29848)  0.22
O (-14.32911, -9.26125, -12.91105)  -0.65
H (-13.97717, -8.76214, -12.13666)  0.47
H (-14.03650, -8.75161, -13.67649)  0.24
C (-12.48174, -1.96568, -13.61015)  -1.63
C (-12.01550, -3.27650, -14.19930)  1.17
C (-11.93454, -3.26863, -15.71102)  -1.13
O (-11.68255, -4.60736, -16.13076)  0.41
C (-12.57895, -5.11289, -17.09130)  -0.85
N (-10.63819, -3.46246, -13.63279)  -0.74
H (-11.95984, -1.13746, -14.09970)  0.34
H (-12.32796, -1.86100, -12.53518)  0.42
H (-13.54934, -1.74130, -13.74381)  0.36
H (-12.56009, -4.13384, -13.79756)  -0.12
H (-11.17940, -2.60130, -16.12050)  0.35
H (-12.96184, -2.97481, -15.98721)  0.40
H (-12.16168, -6.02010, -17.51787)  0.10
H (-12.63896, -4.39452, -17.92927)  0.41
H (-13.61059, -5.22797, -16.73813)  0.41
H (-10.31672, -4.40208, -13.86999)  0.12
H (-10.63974, -3.39341, -12.62228)  0.31
C (-8.52278, -13.60772, -14.85481)  -1.29
C (-8.45267, -12.05832, -15.06508)  1.46
C (-7.92261, -11.19940, -13.96850)  -0.49
O (-8.90788, -11.21338, -12.95331)  -0.32
C (-8.64831, -10.24074, -12.00227)  -0.52
N (-7.69006, -11.82373, -16.35374)  -0.79
H (-9.41566, -13.84751, -14.28086)  -0.07
H (-7.62991, -13.88119, -14.27553)  0.39
H (-8.51409, -14.13925, -15.79822)  0.48
H (-9.49261, -11.82175, -15.32035)  -0.53
H (-7.70643, -10.20396, -14.37886)  0.17
H (-6.98302, -11.56290, -13.52052)  0.36
H (-7.66307, -10.38104, -11.53018)  0.38
H (-9.34788, -10.28970, -11.15852)  0.33
H (-8.74723, -9.19162, -12.32259)  -0.06
H (-8.17186, -12.35799, -17.07221)  0.30
H (-6.76613, -12.26409, -16.34753)  0.26
C (-11.68443, -10.74652, -19.11935)  -1.23
C (-11.02175, -9.53061, -19.85772)  0.25
C (-12.07231, -8.57276, -20.33322)  -0.61
O (-11.50903, -7.43417, -20.89796)  -0.31
C (-12.46032, -6.44952, -21.07866)  -0.83
N (-9.86694, -8.90323, -19.10326)  -0.46
H (-12.30436, -10.31857, -18.31545)  0.15
H (-10.87549, -11.31737, -18.67151)  0.36
H (-12.26912, -11.37854, -19.78521)  0.47
H (-10.44954, -10.02811, -20.67117)  0.25
H (-12.72771, -8.30660, -19.49029)  0.21
H (-12.67855, -9.09796, -21.09009)  0.44
H (-13.06421, -6.21687, -20.19674)  0.24
H (-13.17507, -6.81685, -21.85138)  0.37
H (-12.10960, -5.54850, -21.58298)  0.30
H (-9.34308, -9.69778, -18.71910)  0.28
H (-10.29246, -8.51920, -18.22679)  -0.07
C (-11.91021, -15.22257, -13.59735)  -1.36
C (-13.10376, -14.58686, -14.30417)  0.80
C (-12.61950, -13.81563, -15.51523)  -0.90
O (-11.88058, -12.65008, -15.20401)  0.07
C (-12.61625, -11.60462, -14.55840)  -0.54
N (-14.05538, -15.64810, -14.68688)  -0.76
H (-12.17563, -15.87324, -12.76238)  0.48
H (-11.24001, -14.44853, -13.21148)  0.10
H (-11.28672, -15.78263, -14.30390)  0.34
H (-13.58451, -13.93704, -13.56366)  0.16
H (-13.49459, -13.52275, -16.12995)  0.24
H (-12.00955, -14.46655, -16.14056)  0.30
H (-11.91326, -10.90049, -14.12309)  -0.12
H (-13.32818, -11.91012, -13.78646)  0.34
H (-13.24198, -11.08535, -15.31683)  0.22
H (-14.21050, -16.21658, -13.84916)  0.29
H (-14.99386, -15.25249, -14.80363)  0.27
C (-3.33615, -4.74164, -11.85676)  -1.39
C (-3.21342, -5.88466, -12.87935)  0.21
C (-3.99586, -7.08014, -12.30221)  -0.77
O (-5.36342, -6.77572, -12.30861)  -0.34
C (-6.14337, -7.77458, -12.91480)  -0.84
N (-3.82239, -5.39686, -14.13413)  -0.69
H (-2.67872, -3.91469, -12.16054)  0.38
H (-3.12467, -5.02715, -10.82985)  0.35
H (-4.31001, -4.24209, -11.90196)  0.30
H (-2.14502, -6.04002, -13.01602)  0.36
H (-3.60345, -7.40208, -11.33045)  0.49
H (-3.73615, -7.94775, -12.93673)  0.38
H (-7.18122, -7.41674, -12.97382)  0.22
H (-6.25864, -8.66686, -12.27902)  0.33
H (-5.87797, -8.09793, -13.92935)  0.37
H (-4.24095, -6.21706, -14.57852)  0.28
H (-4.60936, -4.79766, -13.91711)  0.31
C (-11.56117, -7.67555, -14.70890)  0.43
C (-10.21265, -7.89858, -15.38355)  0.42
O (-10.08632, -7.21911, -16.58812)  0.43
H (-11.92127, -8.50949, -14.10702)  -0.05
H (-12.28573, -7.43860, -15.49333)  0.21
H (-11.52843, -6.80469, -14.05664)  -0.82
H (-10.03470, -8.95653, -15.57127)  -0.07
H (-9.40704, -7.54439, -14.72333)  -0.01
H (-9.95839, -6.26253, -16.51560)  -0.46
C (-16.01076, -8.52038, -17.11153)  -0.67
C (-16.19767, -9.41526, -18.34031)  -0.39
O (-15.04071, -9.43241, -19.15960)  -0.38
H (-15.18816, -8.90241, -16.51588)  -0.08
H (-16.92387, -8.61097, -16.52421)  0.42
H (-15.88625, -7.50051, -17.47185)  0.26
H (-17.13758, -9.12807, -18.82701)  0.36
H (-16.38403, -10.41740, -17.90637)  0.27
H (-15.27682, -9.54655, -20.08229)  0.25
C (-10.96664, -6.74891, -11.44903)  -0.85
C (-12.35127, -6.19244, -11.61082)  -0.08
O (-13.28209, -7.24807, -11.19325)  -0.65
H (-10.83337, -7.72322, -11.90632)  0.01
H (-10.83132, -6.87067, -10.37250)  0.50
H (-10.26171, -6.01573, -11.83962)  0.26
H (-12.59756, -5.96552, -12.65384)  0.05
H (-12.51299, -5.31968, -10.96939)  0.42
H (-14.16650, -6.87410, -11.09800)  0.32

> Which formula does entry 1 have?

C7H15N6O2

> Which value of strongest force on any atom does entry 2 give?

3.608 eV/A

> Which of these has the highest strongest force on any atom?

C7H15N6O2

> What is the energy relative to the best compared isomer or geometry (same formula, charge and spin) in the first record?

9.444 eV